No. 1
DFT (the ωB97M-V functional and the def2-TZVPD basis) results for 6 unconnected molecules or ions with the total composition C39H94ClN5P at a distorted geometry.

Results
HOMO in Ha: -0.3322
Charge: +1
Multiplicity: 1
Kohn-Sham gap in eV: 3.82

The geometry in XYZ format:
```
140
Properties=species:S:1:pos:R:3:mulliken_charge:R:1
C -0.660 -4.573 7.469 -0.448
C -1.455 -3.796 6.478 -0.174
P -0.908 -3.400 4.671 0.569
Cl 1.247 -3.249 4.506 -0.188
C -1.687 -4.539 3.351 -0.657
C -1.907 -6.103 3.836 -0.561
C -0.473 -6.626 4.433 0.346
C -0.056 -8.155 3.978 -0.792
C 1.162 -8.739 4.907 -0.536
C 2.221 -7.614 5.455 -0.261
C 3.168 -6.937 4.284 -0.899
H 0.396 -4.291 7.887 0.298
H -1.119 -5.614 7.821 0.262
H -2.496 -3.345 6.833 0.350
H -1.384 -2.036 4.413 0.087
H -2.706 -4.125 2.891 0.448
H -0.935 -4.590 2.428 0.390
H -2.201 -6.766 2.891 0.347
H -2.782 -6.161 4.641 0.277
H 0.387 -5.920 4.070 -0.067
H -0.579 -6.658 5.617 -0.140
H 0.138 -8.276 2.821 0.314
H -1.010 -8.831 4.209 0.325
H 0.664 -9.243 5.861 0.272
H 1.796 -9.519 4.269 0.278
H 2.976 -8.194 6.175 0.355
H 1.739 -6.771 6.128 0.051
H 3.628 -5.928 4.714 0.187
H 2.634 -6.792 3.252 0.216
H 4.097 -7.670 4.160 0.355
C -3.492 4.256 3.028 -1.307
C -4.005 2.851 3.326 -0.358
N -3.114 1.781 2.870 0.322
C -3.737 0.453 2.908 -0.679
C -4.121 -0.105 4.275 -0.465
C -1.733 1.835 3.352 -0.164
C -1.509 1.822 4.861 -1.223
H -3.281 4.384 1.961 0.234
H -4.247 4.996 3.311 0.443
H -2.583 4.489 3.593 0.281
H -4.968 2.752 2.810 0.430
H -4.211 2.772 4.399 0.282
H -3.083 -0.270 2.404 0.260
H -4.642 0.486 2.289 0.431
H -3.247 -0.448 4.832 0.001
H -4.775 -0.974 4.146 0.049
H -4.664 0.621 4.886 0.318
H -1.264 2.741 2.948 -0.088
H -1.155 1.016 2.904 0.313
H -2.195 2.485 5.394 0.250
H -0.492 2.162 5.083 0.457
H -1.604 0.816 5.273 0.227
C 2.655 2.970 -2.434 -0.709
C 1.691 3.965 -1.799 -0.599
N 0.565 3.341 -1.098 0.142
C -0.492 4.292 -0.736 -0.671
C -0.143 5.383 0.270 -0.951
C 0.905 2.365 -0.061 -0.660
C 1.785 2.836 1.092 -1.002
H 2.133 2.288 -3.114 0.348
H 3.414 3.505 -3.015 -0.109
H 3.185 2.374 -1.682 0.302
H 1.297 4.586 -2.614 0.480
H 2.256 4.630 -1.138 0.294
H -1.367 3.741 -0.369 0.364
H -0.838 4.779 -1.657 0.384
H -0.084 4.991 1.288 0.114
H -0.927 6.148 0.271 0.407
H 0.799 5.886 0.033 0.328
H 1.404 1.514 -0.542 0.330
H -0.015 1.932 0.352 0.346
H 2.628 3.446 0.758 0.317
H 2.200 1.968 1.615 0.363
H 1.213 3.404 1.829 0.213
C 3.994 -2.775 -6.136 -1.408
C 4.555 -1.551 -6.852 -0.301
N 3.730 -0.348 -6.711 0.179
C 4.124 0.735 -7.619 -0.912
C 5.505 1.352 -7.422 -0.429
C 3.418 0.070 -5.343 -0.757
C 4.587 0.368 -4.410 -0.516
H 2.971 -2.993 -6.462 0.325
H 4.610 -3.653 -6.362 0.433
H 3.994 -2.651 -5.048 0.277
H 4.620 -1.810 -7.916 0.443
H 5.579 -1.379 -6.504 0.268
H 3.372 1.533 -7.581 0.343
H 4.068 0.352 -8.646 0.383
H 5.533 2.010 -6.551 -0.191
H 5.760 1.967 -8.292 0.422
H 6.290 0.597 -7.317 0.326
H 2.804 -0.711 -4.877 0.292
H 2.757 0.946 -5.369 0.328
H 5.383 -0.379 -4.479 0.324
H 4.237 0.373 -3.372 0.278
H 5.016 1.353 -4.603 -0.084
C -6.364 -4.142 3.281 -1.375
C -7.162 -2.922 2.834 -0.324
N -8.325 -3.241 2.002 0.079
C -8.916 -2.065 1.355 -0.638
C -9.534 -1.001 2.256 -0.963
C -9.287 -4.189 2.567 -0.681
C -9.931 -3.832 3.903 -0.956
H -6.047 -4.746 2.424 0.323
H -5.463 -3.823 3.816 0.305
H -6.937 -4.780 3.963 0.337
H -6.475 -2.293 2.253 0.391
H -7.448 -2.345 3.720 0.286
H -9.668 -2.390 0.626 0.350
H -8.135 -1.584 0.751 0.380
H -10.499 -1.322 2.656 0.231
H -9.720 -0.091 1.676 0.394
H -8.882 -0.727 3.090 0.256
H -8.787 -5.159 2.682 0.353
H -10.082 -4.386 1.835 0.375
H -9.212 -3.440 4.627 0.237
H -10.381 -4.728 4.345 0.370
H -10.735 -3.103 3.780 0.280
C 7.216 7.961 -7.399 -1.405
C 6.245 7.535 -6.302 -0.316
N 5.385 6.407 -6.671 0.180
C 4.281 6.189 -5.730 -0.872
C 4.640 5.778 -4.306 -0.383
C 6.066 5.193 -7.125 -0.641
C 7.064 4.543 -6.172 -0.874
H 6.687 8.192 -8.330 0.328
H 7.756 8.862 -7.089 0.430
H 7.965 7.189 -7.606 0.285
H 5.612 8.406 -6.088 0.432
H 6.815 7.325 -5.390 0.278
H 3.589 5.447 -6.148 0.313
H 3.694 7.115 -5.677 0.392
H 4.952 4.732 -4.254 -0.139
H 3.760 5.877 -3.662 0.265
H 5.429 6.401 -3.876 0.287
H 6.591 5.423 -8.060 0.302
H 5.320 4.443 -7.419 0.288
H 7.722 5.270 -5.690 0.346
H 7.702 3.847 -6.728 0.370
H 6.561 3.960 -5.398 0.057
```


No. 2
DFT (the ωB97M-V functional and the def2-TZVPD basis) results for a molecular structure, C27H35O2RuSi2 at a distorted geometry.

Results
HOMO (alpha / beta) in Ha: -0.4048 / -0.4055
Charge: +1
Expectation value of S²: 6.018
Multiplicity: 5
Energy relative to the best compared isomer or geometry (same formula, charge and spin) in eV: 0.375
Kohn-Sham gap (alpha / beta) in eV: 7.48 / 5.67

The geometry in XYZ format:
```
67
Properties=species:S:1:pos:R:3:mulliken_charge:R:1
Ru 0.695 -0.937 0.888 -0.150
C 4.210 0.208 0.905 -1.820
C 3.355 -0.963 1.268 0.900
C 3.322 -2.108 0.456 0.047
C 2.658 -3.262 0.869 -0.779
C 1.990 -3.292 2.092 -0.291
C 1.974 -2.147 2.893 -0.641
C 2.643 -0.986 2.483 -0.899
H 5.222 0.040 1.277 0.476
H 3.834 1.124 1.357 0.353
H 4.267 0.332 -0.174 0.360
H 3.879 -2.112 -0.472 0.515
H 2.700 -4.150 0.256 0.528
H 1.522 -4.204 2.436 0.535
H 1.530 -2.186 3.878 0.551
H 2.708 -0.134 3.152 0.470
C -1.425 -2.272 3.669 -1.328
Si -1.284 -0.930 2.287 1.062
C -1.597 0.795 3.081 -1.213
C -2.608 -1.347 0.947 0.323
C -3.941 -1.090 1.234 -0.694
C -4.931 -1.430 0.329 -0.796
C -4.593 -2.030 -0.872 -0.854
C -3.267 -2.289 -1.167 -0.722
C -2.268 -1.948 -0.265 0.392
Si -0.440 -2.382 -0.694 1.041
C 0.025 -1.810 -2.480 -1.253
C -0.354 -4.309 -0.630 -1.278
H -2.468 -2.344 3.960 0.463
H -0.858 -2.006 4.556 0.384
H -1.110 -3.258 3.342 0.323
H -2.548 0.774 3.605 0.434
H -1.635 1.593 2.346 0.263
H -0.824 1.056 3.799 0.385
H -4.205 -0.628 2.172 0.403
H -5.963 -1.230 0.568 0.426
H -5.361 -2.301 -1.580 0.430
H -3.007 -2.767 -2.100 0.418
H -0.844 -1.886 -3.128 0.451
H 0.810 -2.440 -2.888 0.394
H 0.378 -0.782 -2.518 0.243
H -1.162 -4.700 -1.241 0.465
H -0.481 -4.711 0.370 0.328
H 0.577 -4.690 -1.038 0.381
C -0.446 5.596 -3.805 -1.531
C -0.057 4.556 -2.804 0.541
C -0.959 3.567 -2.429 -1.050
C -0.611 2.576 -1.527 0.668
C -1.598 1.521 -1.120 -1.019
C 0.686 2.578 -1.007 0.477
C 1.605 3.572 -1.341 1.019
C 2.979 3.567 -0.748 -1.289
C 1.211 4.556 -2.233 -1.004
C 1.037 1.393 -0.164 2.067
O 0.768 1.353 1.058 -0.912
O 1.502 0.380 -0.755 -0.942
H -1.312 5.274 -4.377 0.369
H 0.373 5.803 -4.492 0.391
H -0.698 6.527 -3.294 0.302
H -1.945 3.553 -2.868 0.402
H -2.401 1.454 -1.850 0.414
H -2.034 1.766 -0.149 0.319
H -1.122 0.538 -1.031 -0.492
H 3.470 2.614 -0.938 0.133
H 2.924 3.716 0.330 0.303
H 3.582 4.363 -1.176 0.397
H 1.922 5.320 -2.507 0.404
```


No. 3
DFT (the ωB97M-V functional and the def2-TZVPD basis) results for 2 unconnected molecules or ions with the total composition C29H35N3O3 at a distorted geometry.

Results
HOMO in Ha: -0.2412
Multiplicity: 1
Energy relative to the best compared isomer or geometry (same formula, charge and spin) in eV: 0.997
Kohn-Sham gap in eV: 4.76

The geometry in XYZ format:
```
70
Properties=species:S:1:pos:R:3:mulliken_charge:R:1
C -4.180 3.748 3.340 -1.300
C -2.857 3.928 2.626 0.244
O -1.789 3.387 3.441 -0.354
C -0.577 3.285 2.802 0.862
C 0.439 2.786 3.684 -0.771
C 1.739 3.115 3.395 0.401
N 2.891 3.311 3.233 -0.731
O -0.433 3.577 1.610 -0.725
H -4.985 4.053 2.667 0.399
H -4.353 2.700 3.609 0.302
H -4.249 4.379 4.234 0.332
H -2.868 3.399 1.664 -0.065
H -2.664 4.995 2.438 0.273
H 0.137 2.568 4.705 0.349
C -0.475 -1.904 -4.208 -1.298
N -0.315 -0.861 -3.226 0.720
C -0.926 0.351 -3.442 -0.148
O -1.486 0.688 -4.483 -0.683
C -0.806 1.150 -2.163 0.074
C -2.170 1.353 -1.502 -1.173
C -2.908 0.043 -1.341 0.331
C -3.663 -0.464 -2.406 -0.205
C -4.308 -1.695 -2.299 -0.686
C -4.212 -2.433 -1.112 -0.493
C -3.499 -1.908 -0.030 -0.841
C -2.879 -0.659 -0.133 0.069
N 0.086 0.318 -1.355 0.720
C 0.270 0.615 -0.056 -1.060
C 0.735 -0.289 0.893 -0.870
C 1.443 0.135 2.009 0.501
C 2.325 -0.720 2.761 0.955
C 3.392 -0.183 3.532 -0.420
C 4.331 -1.013 4.128 -0.675
C 4.223 -2.409 4.006 -0.364
C 3.159 -2.957 3.276 -0.715
C 2.209 -2.131 2.680 -0.239
C 0.524 -0.924 -2.036 -1.349
C 2.065 -1.083 -2.374 2.090
C 2.498 0.058 -3.294 -1.749
C 2.296 -2.436 -3.045 -1.787
C 2.909 -1.064 -1.109 -1.932
H -1.515 -1.892 -4.557 0.347
H 0.175 -1.740 -5.082 0.358
H -0.256 -2.874 -3.754 0.446
H -0.309 2.110 -2.382 0.563
H -2.039 1.861 -0.540 0.135
H -2.735 2.005 -2.181 0.682
H -3.724 0.112 -3.334 0.430
H -4.874 -2.081 -3.149 0.414
H -4.695 -3.408 -1.034 0.387
H -3.417 -2.471 0.901 0.418
H -2.348 -0.228 0.721 0.505
H 0.034 1.651 0.218 0.940
H 0.536 -1.356 0.736 0.379
H 1.419 1.193 2.236 -0.202
H 3.475 0.905 3.613 0.385
H 5.148 -0.578 4.708 0.401
H 4.952 -3.061 4.488 0.380
H 3.058 -4.039 3.182 0.373
H 1.367 -2.565 2.137 0.427
H 0.231 -1.807 -1.436 0.656
H 2.367 1.031 -2.807 0.317
H 3.564 -0.061 -3.533 0.468
H 1.944 0.043 -4.241 0.324
H 1.839 -3.248 -2.461 0.361
H 1.921 -2.468 -4.073 0.399
H 3.374 -2.642 -3.099 0.443
H 2.595 -1.849 -0.407 0.348
H 3.957 -1.263 -1.378 0.582
H 2.888 -0.088 -0.613 0.346
```


No. 4
DFT (the ωB97M-V functional and the def2-TZVPD basis) results for 2 unconnected molecules or ions with the total composition C3H3F3O at a distorted geometry.

Results
HOMO in Ha: -0.3759
SMILES: C=C(F)F.O=CF
Multiplicity: 1
Energy relative to the best compared isomer or geometry (same formula, charge and spin) in eV: 1.142
Kohn-Sham gap in eV: 11.11

The geometry in XYZ format:
```
10
Properties=species:S:1:pos:R:3:mulliken_charge:R:1
C -1.745 -0.557 0.311 -0.519
C -1.406 0.668 -0.022 0.527
C 2.228 -0.183 -0.078 0.307
O 1.621 -1.168 -0.306 -0.364
F -2.021 1.387 -1.005 -0.241
F 3.362 0.102 -0.728 -0.207
F -0.396 1.396 0.341 -0.204
H -2.638 -1.119 -0.020 0.282
H -0.901 -1.092 0.848 0.159
H 1.895 0.565 0.660 0.260
```